(1)
This record from OMol25 describes 2 unconnected molecules or ions with the total composition C3H6N2O at a distorted geometry. The level of theory is ωB97M-V/def2-TZVPD.

The calculation puts the total energy at -8234.1608 eV. The value obtained for the LUMO energy is 0.647 eV. The spin multiplicity is 1. The charge is 0.

Each line ends with the Mulliken charge.
Cartesian coordinates (Å):
1 C 3.46834 0.93328 -0.56665  -0.23
2 C -1.92022 -0.42037 0.18742  -1.02
3 C -0.61946 0.36415 0.19419  0.78
4 N 2.47057 1.03788 0.01199  -0.22
5 N 0.14836 0.60163 1.20142  -0.70
6 O -0.10121 0.38859 -1.00748  -0.48
7 H -1.96985 -1.10719 1.02639  0.33
8 H -2.88790 0.27826 0.44509  0.26
9 H -2.05067 -1.09020 -0.64137  0.30
10 H -0.37333 0.55810 2.04467  0.18
11 H 1.55270 1.04515 0.46326  0.49
12 H 0.84161 0.71072 -1.01985  0.29



(2)
This record from OMol25 describes a molecular structure, C70H54F6IrN7O5PS3 at a distorted geometry. The level of theory is ωB97M-V/def2-TZVPD.

The calculation puts the total energy at -155056.6753 eV. The value obtained for the LUMO energy (alpha / beta) is -8.027 / -8.022 eV. Its expectation value of S² is 0.76. The spin multiplicity is 2. The charge is +2.

Each line ends with the Mulliken spin population.
Cartesian coordinates (Å):
1 Ir -0.41251 0.13444 0.09398  -0.01
2 C 4.39085 -2.08128 1.25804  0.00
3 N 3.48268 -1.11943 0.64164  0.00
4 C 2.14418 -1.09500 0.76271  0.00
5 N 1.63345 -0.10609 0.03468  0.00
6 C 2.69301 0.59378 -0.53881  0.00
7 C 3.85060 -0.09341 -0.18897  0.00
8 C 5.25782 0.03318 -0.61384  0.00
9 C 6.26199 0.32543 0.30499  0.00
10 C 7.57690 0.45290 -0.11797  0.00
11 C 7.89400 0.28623 -1.45834  0.00
12 C 6.89676 -0.01587 -2.37685  0.00
13 C 5.58367 -0.14423 -1.95696  0.00
14 C 2.63098 1.88819 -1.27272  0.00
15 C 1.44534 2.46075 -1.73028  0.02
16 C 1.43878 3.65813 -2.43241  0.00
17 C 2.61751 4.34381 -2.66033  0.00
18 C 3.80469 3.82216 -2.16524  0.00
19 C 3.81169 2.61783 -1.48519  0.00
20 P 1.24501 -2.25962 1.78827  0.00
21 C 0.00080 -2.88056 0.64191  0.00
22 N -0.70443 -2.20089 -0.26148  0.00
23 C -1.41243 -3.15352 -0.98539  0.00
24 C -1.16691 -4.39605 -0.42870  0.00
25 N -0.26819 -4.20466 0.58259  0.00
26 C 0.28468 -5.24714 1.43902  0.00
27 C -1.74322 -5.72299 -0.71368  0.00
28 C -3.12279 -5.90146 -0.63687  0.00
29 C -3.68054 -7.13874 -0.91233  0.00
30 C -2.86687 -8.20679 -1.26736  0.00
31 C -1.49217 -8.03590 -1.34428  0.00
32 C -0.93146 -6.79789 -1.06769  0.00
33 C -2.25380 -2.97332 -2.19089  0.00
34 C -2.31861 -4.02374 -3.11106  0.00
35 C -3.16427 -3.95985 -4.20544  0.00
36 C -3.93521 -2.82833 -4.42879  0.00
37 C -3.84072 -1.76031 -3.54916  0.00
38 C -3.01428 -1.84180 -2.43819  0.01
39 C 0.24495 -1.05540 2.69369  0.00
40 N -0.68917 -0.25942 2.19192  0.00
41 C -1.24974 0.39414 3.27338  0.00
42 C -0.62800 -0.02547 4.42590  0.00
43 N 0.31452 -0.93872 4.03851  0.00
44 C 1.26181 -1.61400 4.92041  0.00
45 C -0.84738 0.38682 5.82235  0.00
46 C -0.86560 1.74288 6.15118  0.00
47 C -1.12481 2.14308 7.45362  0.00
48 C -1.37103 1.19481 8.43619  0.00
49 C -1.35293 -0.15697 8.11684  0.00
50 C -1.09384 -0.56047 6.81703  0.00
51 C -2.40128 1.32446 3.31087  -0.02
52 C -3.34813 1.06200 4.33292  0.00
53 C -4.49299 1.83771 4.61130  0.00
54 C -4.75954 2.88954 3.80633  0.01
55 C -3.84503 3.21017 2.70687  -0.03
56 C -2.62027 2.41590 2.51601  0.02
57 H 3.91720 -3.05800 1.30231  0.00
58 H 5.28996 -2.14411 0.65300  0.00
59 H 4.66125 -1.76061 2.26287  0.00
60 H 6.01202 0.48648 1.34695  0.00
61 H 8.35223 0.68736 0.59857  0.00
62 H 8.91806 0.39457 -1.78858  0.00
63 H 7.14406 -0.14963 -3.42105  0.00
64 H 4.79995 -0.37012 -2.66991  0.00
65 H 0.48765 2.00978 -1.52359  -0.01
66 H 0.49337 4.05323 -2.77757  0.00
67 H 2.61099 5.28284 -3.19748  0.00
68 H 4.73583 4.35631 -2.30102  0.00
69 H 4.75423 2.26918 -1.10578  0.00
70 H -0.42307 -6.06959 1.48509  0.00
71 H 1.23100 -5.61341 1.04312  0.00
72 H 0.44210 -4.85572 2.44052  0.00
73 H -3.75465 -5.06452 -0.36750  0.00
74 H -4.75215 -7.27096 -0.85099  0.00
75 H -3.30480 -9.17082 -1.48743  0.00
76 H -0.85637 -8.86426 -1.62624  0.00
77 H 0.14002 -6.66114 -1.15664  0.00
78 H -1.69255 -4.89701 -2.98704  0.00
79 H -3.20971 -4.79508 -4.89233  0.00
80 H -4.59787 -2.77873 -5.28280  0.00
81 H -4.42078 -0.86079 -3.70916  0.00
82 H -2.96900 -1.02532 -1.75571  -0.01
83 H 1.43559 -0.98317 5.78757  0.00
84 H 0.87109 -2.57718 5.24369  0.00
85 H 2.20041 -1.76383 4.39479  0.00
86 H -0.65560 2.48291 5.39029  0.00
87 H -1.12463 3.19572 7.70198  0.00
88 H -1.57307 1.50741 9.45141  0.00
89 H -1.54759 -0.89741 8.88051  0.00
90 H -1.10534 -1.61551 6.57119  0.00
91 H -3.18634 0.18528 4.94715  0.00
92 H -5.14960 1.55963 5.42260  0.00
93 H -5.65198 3.49204 3.92677  0.00
94 H -4.96438 4.63886 2.07304  0.00
95 H -1.90636 2.73109 1.76149  0.01
96 F -4.73317 0.35369 1.74966  0.01
97 C -5.01860 0.66392 0.47871  0.25
98 F -5.41644 -0.42554 -0.14371  0.03
99 F -5.99672 1.56248 0.48109  0.01
100 S -3.48183 1.45126 -0.41183  0.37
101 O -2.50322 0.37035 -0.02766  0.05
102 O -4.00936 1.41308 -1.75570  0.07
103 N -4.09099 4.14925 1.86285  0.01
104 S -2.78253 4.14646 -1.52451  0.00
105 O -2.13756 2.90238 -0.78879  0.21
106 O -2.32028 4.19907 -2.90926  0.01
107 C -1.66150 5.43625 -0.73551  0.02
108 F -0.40255 5.28353 -1.09954  0.00
109 F -1.70468 5.42401 0.60566  0.00
110 F -2.08233 6.62983 -1.14714  0.00
111 O -0.54981 0.01815 -1.96623  -0.01
112 S 0.59067 0.02304 -3.02213  0.00
113 C 0.34255 -1.43538 -3.98726  0.00
114 C 1.27880 -2.44509 -3.80020  0.00
115 C 1.19340 -3.59649 -4.56951  0.00
116 C 0.18698 -3.71480 -5.51687  0.00
117 C -0.74898 -2.70062 -5.68691  0.00
118 C -0.68381 -1.55326 -4.91706  0.00
119 C 0.10661 1.27756 -4.18299  0.00
120 C -1.11987 1.90417 -4.05376  0.00
121 C -1.44945 2.89516 -4.96981  0.00
122 C -0.56324 3.23361 -5.97984  0.00
123 C 0.66894 2.59655 -6.08387  0.00
124 C 1.01703 1.61223 -5.17676  0.00
125 H 2.07595 -2.31853 -3.07658  0.00
126 H 1.92294 -4.38558 -4.44669  0.00
127 H 0.13319 -4.60200 -6.13363  0.00
128 H -1.52932 -2.80169 -6.42853  0.00
129 H -1.40242 -0.75575 -5.05156  0.00
130 H -1.78931 1.65065 -3.24424  -0.01
131 H -2.39367 3.41155 -4.87319  0.00
132 H -0.82665 4.00742 -6.68815  0.00
133 H 1.36144 2.87607 -6.86584  0.00
134 H 1.97948 1.11835 -5.23788  0.00
135 C 0.08497 1.86177 0.92204  -0.01
136 C 0.70896 2.73869 1.47641  0.00
137 C 1.47689 3.73769 2.16756  0.00
138 C 2.38687 4.53373 1.46939  0.00
139 C 3.17127 5.45318 2.14696  0.00
140 C 3.06056 5.59299 3.52361  0.00
141 C 2.15466 4.80852 4.22464  0.00
142 C 1.36982 3.88769 3.55077  0.00
143 H 2.46308 4.43035 0.39558  0.00
144 H 3.86846 6.07060 1.59604  0.00
145 H 3.67193 6.31513 4.04735  0.00
146 H 2.06082 4.91810 5.29733  0.00
147 H 0.66232 3.27149 4.08941  0.00



(3)
This record from OMol25 describes 2 unconnected molecules or ions with the total composition C2H8NO2 at a distorted geometry. The level of theory is ωB97M-V/def2-TZVPD.

The calculation puts the total energy at -7788.7635 eV. The value obtained for the LUMO energy is 4.565 eV. The spin multiplicity is 1. The charge is -1.

Each line ends with the Mulliken charge.
Cartesian coordinates (Å):
1 C 0.56603 0.21150 0.50941  -0.62
2 O -0.07997 -0.96886 0.39952  -0.74
3 C 0.05934 1.29279 -0.44473  -0.35
4 N -1.30858 1.77761 -0.04296  -0.70
5 H 0.53380 0.69047 1.51157  0.28
6 H 1.64301 0.08640 0.20286  0.27
7 H 0.69531 2.18873 -0.41465  0.24
8 H 0.03334 0.90706 -1.46566  0.26
9 H -2.00185 1.43583 -0.70742  0.26
10 H -1.52058 1.24167 0.80507  0.27
11 H 1.13013 -3.29565 -0.19067  0.22
12 H 0.06267 -2.24758 0.04917  0.44
13 O 0.18737 -3.31996 -0.21151  -0.82



(4)
This record from OMol25 describes a molecular structure, C54H58AuGeN7S3. The level of theory is ωB97M-V/def2-TZVPD.

The calculation puts the total energy at -160042.2282 eV. The value obtained for the LUMO energy is -11.627 eV. The spin multiplicity is 1. The charge is +4.

Each line ends with the Mulliken charge.
Cartesian coordinates (Å):
1 Au 1.62486 -0.00731 1.39306  1.25
2 N 3.98142 0.36135 3.66673  0.05
3 C 2.74821 0.10408 4.21311  0.56
4 C 2.65352 0.14216 5.60791  -0.75
5 C 1.45161 -0.09336 6.21960  -0.72
6 C 0.32955 -0.37242 5.43702  -1.24
7 C 0.46811 -0.40276 4.08093  -0.39
8 N 1.66566 -0.17279 3.46685  -0.02
9 C 4.41581 0.62531 2.39230  0.73
10 C 5.78305 0.87923 2.22493  -0.79
11 C 6.27730 1.17249 0.98367  -0.68
12 C 5.39636 1.22700 -0.10462  -1.17
13 C 4.08000 0.96752 0.11694  -0.46
14 N 3.57821 0.65380 1.35019  0.05
15 H 4.71077 0.44441 4.36033  0.22
16 H 3.53594 0.37260 6.19087  0.50
17 H 1.37538 -0.04976 7.29853  0.48
18 H -0.63739 -0.55376 5.88366  0.60
19 H -0.35789 -0.59317 3.41952  0.97
20 H 6.43921 0.83468 3.08481  0.52
21 H 7.33294 1.37005 0.85021  0.48
22 H 5.73917 1.47467 -1.09850  0.60
23 H 3.35803 1.01387 -0.67938  0.97
24 N 0.89164 1.11662 -0.26507  0.03
25 S 0.66440 0.54416 -1.68689  2.45
26 N -0.58547 -0.41223 -1.84094  -0.03
27 S -0.76104 -1.95675 -1.80017  1.43
28 N -0.19425 -2.67137 -0.54179  -0.21
29 S -0.55089 -2.21576 0.96230  1.43
30 N -0.20967 -0.79329 1.36969  0.13
31 C -2.27189 -2.40365 1.26033  0.11
32 C -3.04239 -1.28447 1.55185  0.08
33 C -4.39058 -1.47166 1.81436  -1.07
34 C -4.93378 -2.75052 1.79319  -0.76
35 C -4.14164 -3.85818 1.50409  -0.96
36 C -2.79417 -3.69475 1.23340  -0.69
37 C 0.24538 -3.50395 1.86724  0.66
38 C 1.15158 -4.37790 1.27669  -0.21
39 C 1.71567 -5.37502 2.06006  -0.97
40 C 1.37713 -5.48369 3.40203  -0.72
41 C 0.46884 -4.59968 3.97799  -1.13
42 C -0.10334 -3.59785 3.21421  -0.41
43 C -0.00821 -2.80981 -3.13798  1.03
44 C -0.28280 -2.33120 -4.41747  -0.98
45 C 0.18258 -3.04699 -5.50486  -0.84
46 C 0.89293 -4.22805 -5.30853  -0.82
47 C 1.14798 -4.69696 -4.02543  -0.82
48 C 0.69455 -3.99051 -2.92291  -0.29
49 C -2.48600 -2.16907 -2.02663  0.71
50 C -2.91913 -3.48419 -2.20076  -0.96
51 C -4.26783 -3.70789 -2.40015  -0.89
52 C -5.15539 -2.63447 -2.42432  -0.69
53 C -4.70230 -1.33282 -2.24963  -0.88
54 C -3.35327 -1.08341 -2.04945  -0.32
55 C 2.10753 -0.28691 -2.28916  0.26
56 C 2.56587 -1.43453 -1.64059  0.98
57 C 3.61112 -2.14539 -2.19920  -0.90
58 C 4.19423 -1.71416 -3.38763  -1.09
59 C 3.75147 -0.55454 -4.00664  -1.08
60 C 2.69807 0.17001 -3.46384  -0.65
61 C 0.31051 1.83437 -2.81056  0.06
62 C 0.93030 3.06394 -2.59697  -0.74
63 C 0.70259 4.08545 -3.50460  -1.01
64 C -0.11239 3.86356 -4.60923  -0.83
65 C -0.72233 2.62736 -4.80548  -0.93
66 C -0.51690 1.59667 -3.90502  -0.56
67 H -2.58365 -0.30571 1.59413  0.39
68 H -5.01465 -0.62131 2.05525  0.58
69 H -5.98144 -2.88920 2.02740  0.50
70 H -4.57057 -4.85139 1.50721  0.52
71 H -2.16032 -4.54885 1.02696  0.58
72 H 1.39907 -4.28644 0.23011  0.15
73 H 2.41416 -6.07340 1.61891  0.53
74 H 1.82150 -6.26354 4.00618  0.49
75 H 0.20053 -4.69864 5.02131  0.52
76 H -0.82083 -2.91359 3.65054  0.65
77 H -0.86802 -1.43222 -4.56162  0.23
78 H -0.02779 -2.69838 -6.50697  0.56
79 H 1.23317 -4.79604 -6.16441  0.48
80 H 1.68368 -5.62605 -3.88329  0.55
81 H 0.86377 -4.34982 -1.91930  0.54
82 H -2.21482 -4.30825 -2.19172  0.55
83 H -4.62771 -4.71727 -2.54832  0.51
84 H -6.20879 -2.81652 -2.59284  0.49
85 H -5.40035 -0.50717 -2.28256  0.56
86 H -2.97806 -0.07683 -1.92554  0.58
87 H 2.11853 -1.76026 -0.71033  -0.34
88 H 3.96869 -3.04461 -1.71411  0.56
89 H 5.00232 -2.28424 -3.82758  0.53
90 H 4.21896 -0.21004 -4.91958  0.57
91 H 2.35887 1.07578 -3.94660  0.67
92 H 1.58781 3.20915 -1.75274  0.49
93 H 1.16940 5.04982 -3.35565  0.55
94 H -0.27097 4.65751 -5.32739  0.49
95 H -1.35540 2.46611 -5.66777  0.54
96 H -0.99819 0.63999 -4.03497  0.37
97 C -0.71175 7.00433 2.73221  -1.55
98 C -0.20094 5.58287 2.53309  -0.21
99 C 0.26788 5.31273 1.10875  -0.56
100 C 0.84724 3.90445 0.92625  -0.83
101 Ge -0.36971 2.39565 0.63464  0.71
102 C -2.03333 2.39818 -0.41106  1.10
103 C -2.87609 3.68855 -0.51314  -0.75
104 C -3.98208 3.75955 0.53857  -0.83
105 C -3.46428 4.01800 1.94737  -0.44
106 H -1.15032 7.12485 3.72165  0.39
107 H -1.46130 7.27484 1.98586  0.34
108 H 0.10160 7.72656 2.65209  0.41
109 H -0.98495 4.87084 2.80678  0.11
110 H 0.62551 5.38638 3.22390  0.38
111 H 1.05318 6.03400 0.86762  0.59
112 H -0.53047 5.51134 0.39094  0.07
113 H 1.40341 3.61916 1.82635  0.53
114 H 1.55380 3.88156 0.09600  0.38
115 H -0.59537 1.70228 1.98833  -0.45
116 H -2.63048 1.61174 0.06351  -0.11
117 H -1.76637 2.04190 -1.40481  -0.36
118 H -3.33476 3.71031 -1.50318  0.42
119 H -2.24886 4.57881 -0.44674  0.16
120 H -4.55374 2.82575 0.51553  0.33
121 H -4.67450 4.55561 0.26322  0.49
122 H -2.72497 3.26418 2.24838  -0.05
123 H -4.27362 3.99962 2.67600  0.49
124 H -2.99220 4.99895 2.00300  0.09



(5)
This record from OMol25 describes 8 unconnected molecules or ions with the total composition CH17O8 at a distorted geometry. The level of theory is ωB97M-V/def2-TZVPD.

The calculation puts the total energy at -17692.7478 eV. The value obtained for the LUMO energy is 3.277 eV. The spin multiplicity is 1. The charge is -1.

Each line ends with the Mulliken charge.
Cartesian coordinates (Å):
1 C 3.27800 17.64800 15.27800  0.04
2 O 2.64500 18.43000 16.20500  -0.61
3 H 4.32800 17.96300 15.16200  -0.27
4 H 2.81900 17.81200 14.14800  0.21
5 H 3.26100 16.46600 15.37200  0.10
6 O 0.14700 17.92600 14.84300  -0.68
7 H 0.27000 18.13200 13.87400  0.31
8 H 0.91400 17.88800 15.37700  0.18
9 O 0.51900 14.77600 15.10000  -0.68
10 H -0.27800 15.09300 15.52900  0.32
11 H 1.01200 15.64600 15.18700  0.38
12 O 1.35300 20.18100 18.09400  -0.65
13 H 1.08500 19.61700 18.88800  0.28
14 H 1.74600 19.70300 17.37800  0.38
15 O 4.87900 19.07800 17.87300  -0.69
16 H 4.04000 18.96500 17.29600  0.41
17 H 5.36800 19.91200 17.32100  0.31
18 O 3.12600 20.71600 14.91600  -0.72
19 H 2.87400 19.77900 15.28800  0.33
20 H 4.11900 20.78100 15.18800  0.29
21 O 2.21300 16.63200 18.14000  -0.65
22 H 2.00000 17.33600 17.49600  0.26
23 H 1.87700 17.01000 19.08200  0.29
24 O 6.21300 18.82800 14.33100  -0.66
25 H 5.84500 19.10200 13.55200  0.32
26 H 5.48500 18.68900 14.88100  0.18